[1]
Here is C41H31FHfN12O8S as an isolated structure from the OMol25 dataset. Energies are from wB97M-V/def2-TZVPD.

Computed properties:
Kohn-Sham gap in eV: 7.39
Net charge: 0

```
95
Properties=species:S:1:pos:R:3:forces:R:3
Hf 0.592 1.243 0.058 -0.032 -0.465 -0.300
S 0.510 -5.318 3.753 -0.485 -0.555 1.550
F 1.109 4.401 -6.973 0.079 0.387 -0.078
O -3.724 -6.430 1.162 0.551 -0.479 0.045
O 3.274 0.148 -4.661 -0.343 -0.290 0.660
O 0.277 0.933 2.041 -1.083 -0.770 1.063
O 2.565 0.704 -0.316 0.033 0.971 -0.783
O 1.154 1.986 -2.448 -0.184 -0.071 0.257
O 3.825 4.056 -6.886 0.917 0.554 -0.119
O 0.072 0.202 -1.819 -0.371 -0.608 -0.833
O -0.764 2.800 -0.524 0.692 -0.469 0.374
N -1.602 0.258 0.355 -0.227 0.649 -0.182
N -4.677 -0.773 3.959 -0.101 0.723 0.941
N 1.792 3.059 0.974 -1.051 0.063 -0.731
N -2.482 3.441 2.389 1.001 0.963 -1.205
N 3.486 4.294 1.397 0.472 1.976 1.380
N -0.045 4.680 -1.550 0.683 -2.196 -1.206
N 0.806 -1.351 0.439 -1.556 -0.749 -0.867
N -0.943 7.408 0.805 -0.187 -0.968 -0.483
N 3.530 2.109 -5.696 -1.094 1.570 -0.277
N 1.380 -6.306 1.448 -0.477 3.463 -0.405
N 1.415 1.413 -5.052 -1.197 -0.349 1.118
N -5.298 -1.803 3.771 -0.609 -1.024 -0.824
C -1.052 6.263 0.640 0.378 -0.126 0.755
C -0.629 4.084 -0.491 -0.246 0.733 0.114
C -3.144 -0.322 2.104 -0.879 -0.643 -1.646
C -5.623 -3.553 2.166 0.497 -0.376 -0.982
C -3.379 -0.534 3.468 0.726 0.564 -0.503
C 0.907 2.547 -5.645 -0.844 -0.249 0.368
C -3.162 -4.687 2.785 -1.502 -0.140 -0.866
C 3.488 1.456 -0.985 -0.658 0.500 2.575
C 3.024 3.383 0.574 -0.280 -1.700 -0.686
C 0.953 -5.242 2.220 1.244 -0.637 -1.926
C -1.884 4.072 1.607 0.157 0.159 -0.115
C -4.741 -2.923 3.023 -0.729 0.742 1.038
C 0.941 -3.913 1.584 -0.009 1.154 -1.065
C 5.393 1.688 -2.516 -1.669 -3.065 -0.534
C 2.755 1.170 -5.054 1.425 -0.676 -0.850
C -4.103 -0.487 1.059 -1.735 0.698 -0.272
C -2.497 -7.072 1.531 -0.738 0.548 1.201
C -2.353 -0.296 4.333 -1.277 -1.110 1.883
C -3.550 -3.490 3.370 0.713 -0.532 0.203
C -3.836 -0.330 -0.293 0.594 0.563 1.396
C 1.887 -2.912 1.879 -1.400 -1.780 -0.048
C -0.839 0.353 2.612 0.735 0.799 -1.065
C 3.092 3.293 -6.326 0.692 -1.220 -0.108
C 1.435 3.923 2.018 0.196 -0.547 -0.018
C 4.308 0.952 -1.920 2.354 -0.460 -1.877
C -5.266 -4.711 1.503 0.915 0.019 0.195
C 1.681 3.394 -6.313 -1.642 0.282 0.174
C 0.596 0.545 -4.185 0.549 -0.458 -0.394
C 2.509 4.689 2.298 -0.049 0.014 0.832
C -0.075 -2.333 0.085 0.191 0.536 0.755
C 5.486 3.014 -2.305 0.636 0.919 0.886
C -1.081 0.138 3.957 -0.528 -0.311 -2.102
C -1.087 4.822 0.608 -1.591 -0.303 0.599
C -2.543 0.126 -0.573 0.710 -0.431 0.876
C -1.878 0.046 1.681 0.686 0.394 -0.449
C -0.075 -3.598 0.666 1.186 0.534 -0.191
C 0.591 0.904 -2.739 1.394 2.198 1.048
C 4.732 3.545 -1.250 -0.295 0.308 -0.285
C -4.009 -5.279 1.826 -0.372 0.255 0.071
C 1.739 -1.683 1.301 2.155 1.869 0.862
C 3.800 2.770 -0.554 -0.763 1.261 0.430
H -2.270 0.404 -1.564 0.321 0.067 -0.547
H -2.933 -3.067 4.152 0.022 0.078 -0.089
H -5.177 -0.486 1.326 0.695 -0.701 0.086
H -0.021 5.644 -1.748 -0.138 1.069 0.309
H 4.516 2.020 -5.645 0.838 -0.440 0.110
H -5.875 -5.181 0.724 0.168 0.185 0.478
H 0.470 3.951 2.532 0.566 -0.460 -0.449
H -1.679 -6.394 1.350 0.538 0.165 -0.231
H -0.173 2.725 -5.565 0.543 -0.253 -0.107
H 0.924 -0.474 -4.272 0.420 -0.436 -0.182
H -2.508 -7.264 2.630 0.056 -0.203 -0.733
H -6.522 -3.046 1.918 -0.868 0.203 0.022
H 2.664 5.353 3.169 0.092 -0.363 -1.093
H 4.866 4.612 -1.061 -0.222 -0.296 0.316
H -2.298 -5.187 3.121 0.943 -0.289 0.209
H -2.382 -7.986 0.971 -0.194 -0.146 -0.184
H -4.569 -0.351 -1.095 -0.037 -0.142 0.423
H 6.031 1.070 -3.193 -0.495 0.995 0.411
H 1.706 -6.213 0.483 -0.314 -0.042 0.794
H 0.335 4.045 -2.283 -0.454 0.655 1.022
H -0.784 -4.339 0.351 -0.356 -0.139 0.000
H 4.387 4.709 1.429 0.710 0.000 -0.431
H 4.169 -0.051 -2.262 -0.079 -0.520 0.034
H -0.307 0.239 4.638 1.226 0.423 1.311
H -0.415 0.525 -4.485 -1.222 0.255 -0.791
H 2.632 -3.150 2.602 0.619 0.189 0.350
H 6.215 3.607 -2.839 -0.006 0.189 0.117
H -2.662 -0.600 5.374 0.982 0.827 -0.820
H 2.480 -0.862 1.576 -1.126 -1.139 -0.459
H 1.291 -7.149 1.899 0.069 -2.464 0.742
H -0.871 -2.071 -0.609 0.345 0.125 0.005
```
Positions in Å, forces in eV/Å.

These are the Löwdin partial charges, in e, on atoms 1 to 5: 1.8069, 0.7558, 0.1007, -0.0843, 0.0880

=====

[2]
Here is a 2-piece molecular cluster, C7H12O overall from the OMol25 dataset. Energies are from wB97M-V/def2-TZVPD.

Computed properties:
Kohn-Sham gap in eV: 9.27
SMILES: C=C/C=C/C=C/C.O
Relative energy (zero: lowest compared OMol25 entry of this formula, charge and spin) in eV: 2.659
Net charge: 0

```
20
Properties=species:S:1:pos:R:3:forces:R:3
O -0.728 -0.396 -2.932 -1.682 -2.490 1.402
C 0.340 -1.000 0.340 -2.020 0.915 -1.369
C -0.950 -0.612 0.261 2.166 -1.227 1.356
C 1.291 -0.111 0.984 0.711 -1.325 1.225
C 2.792 1.771 1.405 0.028 1.311 -0.215
C 1.916 0.956 0.538 -0.361 0.131 1.621
C -3.228 -0.917 -0.332 1.057 1.004 0.669
C -2.035 -1.470 -0.076 -1.286 -0.738 -1.289
H 0.577 -1.894 -0.220 0.567 -0.358 0.488
H 1.585 1.456 -0.302 -0.330 0.352 -2.435
H 3.830 1.826 0.969 -0.799 -0.230 1.194
H -3.277 0.208 -0.151 -0.563 -1.705 -0.526
H -1.894 -2.575 -0.201 0.070 1.184 0.072
H 1.457 -0.434 2.036 0.471 0.234 -0.611
H -1.170 0.315 0.727 -0.504 0.931 0.158
H 0.022 -0.027 -3.297 1.979 1.654 -1.251
H 2.572 1.492 2.427 1.280 -0.637 0.411
H -1.494 0.155 -2.961 -0.285 0.807 -0.241
H 2.411 2.806 1.464 0.238 -0.063 -0.634
H -4.017 -1.550 -0.678 -0.738 0.250 -0.025
```
Positions in Å, forces in eV/Å.

These are the Löwdin partial charges, in e, on atoms 1 to 5: -0.0091, -0.0990, -0.1642, -0.1446, -0.1162

=====

[3]
Here is a 2-piece molecular cluster, C6H12Si overall from the OMol25 dataset. Energies are from wB97M-V/def2-TZVPD.

Computed properties:
Expectation value of S²: 2.016
Kohn-Sham gap (alpha / beta) in eV: 8.37 / 7.96
Relative energy (zero: lowest compared OMol25 entry of this formula, charge and spin) in eV: 1.840
Net charge: 0
Multiplicity: 3

```
19
Properties=species:S:1:pos:R:3:forces:R:3
Si 1.780 -1.023 0.488 2.374 2.871 1.487
C -4.036 -0.257 0.442 0.059 -0.038 -2.172
C -2.941 -0.426 -0.320 -0.380 -0.994 2.857
C 2.544 1.674 -0.474 2.549 0.947 -1.711
C 2.182 0.287 -0.720 -0.864 -0.897 0.551
C -0.614 -0.416 -0.736 -0.265 -0.933 -0.923
C -1.541 -0.713 0.129 -0.200 1.431 1.580
H 2.043 -0.116 -1.704 0.146 0.540 -0.816
H -4.136 -0.208 1.472 0.759 -0.052 1.998
H -0.741 -0.381 -1.810 0.514 0.386 -0.227
H -3.032 -0.519 -1.353 -0.365 0.168 -1.661
H 1.791 2.430 -0.802 0.343 -0.430 0.575
H 3.152 -1.007 1.166 -0.439 -0.875 -0.128
H 1.271 -2.092 -0.179 -0.561 -2.562 -1.137
H -5.032 -0.149 0.019 0.280 0.064 -0.596
H 3.437 1.830 -1.201 -1.211 0.329 0.950
H 0.938 -0.684 1.606 -0.629 0.233 0.545
H -1.159 -0.829 1.180 -1.229 -0.141 -0.837
H 3.014 1.874 0.512 -0.884 -0.045 -0.336
```
Positions in Å, forces in eV/Å.

These are the Löwdin partial charges, in e, on atoms 1 to 5: 0.5758, 0.0202, -0.1787, -0.2040, -0.3863

=====

What did the third record say?
Here is a 2-piece molecular cluster, C6H12Si overall from the OMol25 dataset. Energies are from wB97M-V/def2-TZVPD.

Computed properties:
Expectation value of S²: 2.016
Kohn-Sham gap (alpha / beta) in eV: 8.37 / 7.96
Relative energy (zero: lowest compared OMol25 entry of this formula, charge and spin) in eV: 1.840
Net charge: 0
Multiplicity: 3

```
19
Properties=species:S:1:pos:R:3:forces:R:3
Si 1.780 -1.023 0.488 2.374 2.871 1.487
C -4.036 -0.257 0.442 0.059 -0.038 -2.172
C -2.941 -0.426 -0.320 -0.380 -0.994 2.857
C 2.544 1.674 -0.474 2.549 0.947 -1.711
C 2.182 0.287 -0.720 -0.864 -0.897 0.551
C -0.614 -0.416 -0.736 -0.265 -0.933 -0.923
C -1.541 -0.713 0.129 -0.200 1.431 1.580
H 2.043 -0.116 -1.704 0.146 0.540 -0.816
H -4.136 -0.208 1.472 0.759 -0.052 1.998
H -0.741 -0.381 -1.810 0.514 0.386 -0.227
H -3.032 -0.519 -1.353 -0.365 0.168 -1.661
H 1.791 2.430 -0.802 0.343 -0.430 0.575
H 3.152 -1.007 1.166 -0.439 -0.875 -0.128
H 1.271 -2.092 -0.179 -0.561 -2.562 -1.137
H -5.032 -0.149 0.019 0.280 0.064 -0.596
H 3.437 1.830 -1.201 -1.211 0.329 0.950
H 0.938 -0.684 1.606 -0.629 0.233 0.545
H -1.159 -0.829 1.180 -1.229 -0.141 -0.837
H 3.014 1.874 0.512 -0.884 -0.045 -0.336
```
Positions in Å, forces in eV/Å.

These are the Löwdin partial charges, in e, on atoms 1 to 5: 0.5758, 0.0202, -0.1787, -0.2040, -0.3863

=====

What is the net charge in the first record?
0